This record from OMol25 describes a cluster of 2 separate species, C5H9NO4 in total. The level of theory is wB97M-V/def2-TZVPD.

Each line ends with the natural charge from an NBO analysis.
CARTESIAN COORDINATES (ANGSTROEM)
1 N 2.144 1.475 -2.747  0.47
2 O 2.888 0.532 -3.012  -0.16
3 C 1.501 -1.048 1.566  -0.60
4 C 0.069 -1.123 1.133  -0.41
5 C -0.320 0.090 0.317  0.09
6 C -1.770 0.064 -0.125  -0.55
7 C -2.029 1.349 -0.912  0.43
8 O -3.052 1.997 -0.811  -0.52
9 O 0.703 0.077 -0.765  -0.30
10 O 0.622 1.130 -1.647  -0.31
11 H 1.763 -1.880 2.230  0.21
12 H 2.178 -1.065 0.709  0.22
13 H 1.666 -0.132 2.144  0.20
14 H -0.149 -2.014 0.524  0.21
15 H -0.546 -1.226 2.020  0.22
16 H -0.178 0.973 0.936  0.18
17 H -1.957 -0.796 -0.810  0.23
18 H -2.411 0.073 0.769  0.24
19 H -1.121 1.525 -1.515  0.16

Cartesian forces (eV/Å) of the 6 atoms listed first:
N 3.7 -7.3 -0.8
O -5.8 6.9 2.5
C 0.9 -0.3 0.4
C -0.3 -0.5 -0.5
C 0.6 -0.1 0.0
C 0.0 0.4 -0.7

frontier orbital gap (spin up / spin down): 7.073 / 7.074 eV
HOMO level (spin up / spin down): -0.3365 / -0.3365 hartree
LUMO energy (spin up / spin down): -2.08 / -2.08 eV

This record from OMol25 describes a structure of composition C43H37AsCl5F6N3O3P2PtS. The level of theory is wB97M-V/def2-TZVPD.

Each line ends with the Löwdin spin population.
CARTESIAN COORDINATES (ANGSTROEM)
1 Pt 0.757 1.504 0.293  0.41
2 C -3.366 2.176 -0.934  0.01
3 N -2.000 1.848 -0.481  0.02
4 P -0.626 2.626 -1.093  0.02
5 C -0.657 2.328 -2.881  0.00
6 C -0.314 1.069 -3.366  0.00
7 C -0.459 0.762 -4.706  0.00
8 C -0.951 1.724 -5.580  0.00
9 C -1.289 2.983 -5.109  0.00
10 C -1.140 3.291 -3.763  0.00
11 C -0.648 4.396 -0.920  0.01
12 C -1.814 5.139 -0.784  0.01
13 C -1.726 6.522 -0.717  0.00
14 C -0.494 7.148 -0.789  0.00
15 C 0.670 6.402 -0.942  0.00
16 C 0.598 5.023 -1.010  0.00
17 P -1.541 0.385 0.253  0.26
18 C -2.329 -0.906 -0.752  0.05
19 C -1.591 -1.680 -1.640  0.01
20 C -2.219 -2.571 -2.497  0.00
21 C -3.598 -2.707 -2.457  0.00
22 C -4.342 -1.973 -1.543  0.00
23 C -3.716 -1.077 -0.690  0.01
24 C -2.200 0.158 1.885  0.03
25 C -2.499 -1.149 2.308  0.02
26 C -2.919 -1.364 3.605  0.00
27 C -3.026 -0.290 4.488  0.03
28 C -2.715 0.994 4.077  0.00
29 C -2.276 1.219 2.780  0.03
30 H -3.318 2.988 -1.655  0.00
31 H -3.976 2.494 -0.087  0.01
32 H -3.821 1.324 -1.438  0.00
33 H 0.056 0.329 -2.671  0.00
34 H -0.195 -0.221 -5.074  0.00
35 H -1.068 1.491 -6.630  0.00
36 H -1.670 3.733 -5.789  0.00
37 H -1.400 4.278 -3.402  0.00
38 H -2.785 4.678 -0.722  0.01
39 H -2.634 7.096 -0.596  0.00
40 H -0.436 8.227 -0.721  0.00
41 H 1.631 6.896 -0.994  0.00
42 H 1.502 4.432 -1.106  0.00
43 H -0.514 -1.599 -1.643  0.00
44 H -1.636 -3.155 -3.198  0.00
45 H -4.091 -3.396 -3.129  0.00
46 H -5.416 -2.092 -1.494  0.00
47 H -4.298 -0.523 0.035  0.00
48 H -2.420 -1.982 1.621  0.00
49 H -3.180 -2.363 3.930  0.00
50 H -3.352 -0.467 5.505  0.00
51 H -2.813 1.839 4.743  0.00
52 H -2.005 2.214 2.471  0.02
53 Cl 0.992 -0.888 4.604  0.00
54 C 1.665 0.749 4.371  0.00
55 Cl 0.504 1.989 4.840  0.00
56 C 2.067 1.027 2.918  0.00
57 O 3.040 1.738 2.728  0.01
58 O 1.298 0.498 2.037  0.00
59 H 2.534 0.841 5.014  0.00
60 Cl -2.028 -6.699 -0.871  0.00
61 C -0.539 -5.834 -0.768  0.00
62 C -0.369 -4.874 0.213  0.00
63 C 0.830 -4.183 0.265  0.00
64 C 1.862 -4.427 -0.639  0.00
65 C 3.165 -3.695 -0.467  0.00
66 C 3.607 -2.808 -1.656  0.00
67 N 3.303 -1.436 -1.290  0.00
68 C 4.164 -0.630 -0.582  0.00
69 C 3.439 0.430 -0.153  0.01
70 N 2.149 0.297 -0.630  0.02
71 C 2.114 -0.818 -1.334  0.00
72 O 4.229 -4.603 -0.118  0.01
73 C 4.403 -4.730 1.284  0.00
74 C 4.929 -3.452 1.889  0.09
75 C 6.221 -2.918 1.581  0.29
76 Cl 7.332 -3.620 0.582  0.17
77 S 6.546 -1.414 2.368  0.00
78 C 5.012 -1.464 3.086  0.32
79 C 4.264 -2.611 2.746  0.08
80 C 1.658 -5.410 -1.607  0.00
81 Cl 2.908 -5.814 -2.741  0.00
82 C 0.467 -6.108 -1.684  0.00
83 H -1.162 -4.670 0.918  0.00
84 H 0.968 -3.423 1.028  0.00
85 H 3.025 -3.006 0.367  0.00
86 H 3.138 -3.086 -2.596  0.00
87 H 4.685 -2.894 -1.780  0.00
88 H 5.192 -0.899 -0.421  0.00
89 H 3.733 1.262 0.468  0.00
90 H 1.264 -1.223 -1.849  0.00
91 H 5.120 -5.537 1.435  0.00
92 H 3.467 -5.007 1.779  0.00
93 H 4.701 -0.663 3.740  0.01
94 H 3.265 -2.784 3.123  0.00
95 H 0.330 -6.867 -2.442  0.00
96 F -0.181 2.782 1.414  0.04
97 As -3.635 4.348 2.180  0.34
98 F -2.675 5.843 2.252  0.15
99 F -2.859 3.727 3.673  0.14
100 F -4.920 5.044 3.092  0.01
101 F -4.536 2.819 1.997  0.15
102 F -4.419 4.895 0.648  0.14

Cartesian forces (eV/Å) of the 6 atoms listed first:
Pt -0.5 -0.2 0.4
C -0.1 0.0 0.1
N 0.1 0.0 -0.2
P -0.1 -0.3 -0.5
C 0.0 0.0 0.1
C 0.0 0.0 0.0

frontier orbital gap (spin up / spin down): 3.375 / 3.059 eV
spin multiplicity: 4
HOMO level (spin up / spin down): -0.3061 / -0.4010 hartree
LUMO energy (spin up / spin down): -4.95 / -7.85 eV
total charge: +1

This record from OMol25 describes the ion C7H11INO2 with charge +1. The level of theory is wB97M-V/def2-TZVPD.

Each line ends with the natural charge from an NBO analysis.
CARTESIAN COORDINATES (ANGSTROEM)
1 C 0.179 -1.444 0.040  0.29
2 C -0.531 -2.254 -0.668  -0.29
3 C -0.848 1.314 0.551  -0.53
4 C 2.142 0.315 -0.693  -0.08
5 C -0.092 0.375 1.436  0.15
6 C 0.265 1.930 -0.376  0.28
7 C -1.867 -2.580 -0.126  -0.64
8 N 1.500 1.142 0.070  -0.57
9 O 0.211 -0.840 1.156  -0.32
10 O 0.397 3.271 -0.122  -0.69
11 I 4.151 -0.307 -0.270  0.26
12 H -0.200 -2.838 -1.494  0.25
13 H -1.564 0.807 -0.152  0.25
14 H -1.512 1.927 1.159  0.28
15 H 1.702 -0.462 -1.375  0.27
16 H 0.003 0.564 2.489  0.22
17 H 0.039 1.635 -1.436  0.20
18 H -2.072 -2.173 0.856  0.22
19 H -2.005 -3.677 -0.025  0.24
20 H -2.541 -2.191 -0.901  0.23
21 H 2.026 1.640 0.771  0.45
22 H 0.616 3.846 -0.891  0.51

Cartesian forces (eV/Å) of the 6 atoms listed first:
C 2.5 0.9 -1.1
C -0.3 -0.6 1.3
C -0.2 -1.3 -1.4
C 1.0 -3.0 0.1
C -0.6 1.2 0.4
C -1.8 -0.4 0.0

frontier orbital gap (spin up / spin down): 7.627 / 7.624 eV
HOMO level (spin up / spin down): -0.4306 / -0.4306 hartree
LUMO energy (spin up / spin down): -4.09 / -4.09 eV
total charge: +1

This record from OMol25 describes a structure of composition C8H17CrN4O8. The level of theory is wB97M-V/def2-TZVPD.

Each line ends with the natural charge from an NBO analysis.
CARTESIAN COORDINATES (ANGSTROEM)
1 Cr 0.075 -0.342 -0.220  1.37
2 C 1.334 0.806 3.694  -0.72
3 C 0.940 0.253 2.334  0.73
4 O 0.159 0.934 1.589  -0.77
5 O 1.384 -0.852 2.002  -0.70
6 H 1.215 -0.002 4.420  0.22
7 H 0.783 1.671 4.056  0.21
8 H 2.408 1.024 3.677  0.20
9 C 1.176 -2.884 -3.200  -0.71
10 C 0.776 -1.912 -2.118  0.76
11 O -0.134 -1.041 -2.303  -0.76
12 O 1.325 -2.013 -0.999  -0.73
13 H 0.663 -3.828 -3.003  0.22
14 H 2.244 -3.074 -3.097  0.22
15 H 0.930 -2.563 -4.210  0.20
16 C -3.505 -2.593 1.202  -0.72
17 C -2.053 -2.171 0.962  0.79
18 O -1.149 -2.947 1.231  -0.67
19 O -1.945 -1.014 0.412  -0.85
20 H -3.583 -3.519 1.765  0.21
21 H -3.926 -2.715 0.199  0.21
22 H -4.072 -1.803 1.698  0.20
23 C -2.185 1.961 -0.787  0.80
24 O -1.042 1.566 -0.915  -0.67
25 N -3.230 1.082 -0.658  -0.88
26 N -2.492 3.304 -0.753  -0.86
27 H -2.921 0.138 -0.419  0.46
28 H -4.165 1.338 -0.903  0.37
29 H -1.713 3.931 -0.816  0.40
30 H -3.380 3.564 -0.370  0.38
31 C 2.841 1.481 -0.646  0.81
32 O 1.854 0.822 -0.936  -0.64
33 N 3.275 1.616 0.634  -0.83
34 N 3.543 2.136 -1.635  -0.86
35 H 4.207 1.931 0.824  0.38
36 H 2.794 1.054 1.317  0.43
37 H 3.320 1.835 -2.565  0.41
38 H 4.247 2.825 -1.462  0.38

Cartesian forces (eV/Å) of the 6 atoms listed first:
Cr -0.7 0.5 0.7
C 0.3 -0.3 0.4
C -1.0 0.1 -0.2
O 0.3 -0.2 0.0
O 0.7 0.0 0.1
H 0.0 0.0 0.0

frontier orbital gap (spin up / spin down): 5.800 / 7.879 eV
spin multiplicity: 5
HOMO level (spin up / spin down): -0.1115 / -0.1880 hartree
LUMO energy (spin up / spin down): 2.77 / 2.76 eV
total charge: -1

This record from OMol25 describes a structure of composition C29H27N5O7SSe2Zn. The level of theory is wB97M-V/def2-TZVPD.

Each line ends with the natural charge from an NBO analysis.
CARTESIAN COORDINATES (ANGSTROEM)
1 Zn 0.442 -0.079 -0.314  1.57
2 O 1.618 0.367 3.659  -0.71
3 C 1.453 0.163 2.452  0.77
4 O 0.371 0.091 1.807  -0.85
5 C 2.716 -0.055 1.605  0.13
6 C 3.985 -0.027 2.172  -0.23
7 C 5.081 -0.213 1.350  -0.19
8 C 4.882 -0.424 -0.009  -0.26
9 C 3.585 -0.439 -0.492  0.05
10 N 2.539 -0.258 0.306  -0.51
11 H 4.063 0.148 3.235  0.24
12 H 6.085 -0.192 1.760  0.19
13 H 5.714 -0.569 -0.687  0.20
14 H 3.348 -0.597 -1.540  0.24
15 O 0.960 5.107 -4.067  -0.74
16 C 0.650 3.729 -4.332  -0.05
17 C 0.903 2.799 -3.129  -0.16
18 C 2.394 2.484 -3.011  -0.06
19 O 3.236 3.643 -3.043  -0.75
20 C 0.117 1.512 -3.469  -0.55
21 Se 0.720 -0.253 -2.828  -0.57
22 C 0.338 3.484 -1.879  -0.56
23 Se 0.603 2.614 -0.132  -0.60
24 H 1.242 5.504 -4.893  0.46
25 H 1.253 3.372 -5.176  0.16
26 H -0.410 3.659 -4.611  0.15
27 H 2.703 1.859 -3.853  0.17
28 H 2.553 1.921 -2.089  0.21
29 H 2.835 4.288 -2.451  0.47
30 H 0.118 1.394 -4.558  0.19
31 H -0.924 1.669 -3.170  0.19
32 H -0.735 3.619 -2.048  0.19
33 H 0.754 4.490 -1.798  0.20
34 C -3.914 -0.304 -1.260  -0.27
35 C -2.532 -0.267 -1.319  0.05
36 N -1.785 -0.040 -0.243  -0.51
37 C -2.371 0.162 0.925  0.10
38 C -3.756 0.153 1.086  -0.06
39 C -4.533 -0.101 -0.035  -0.18
40 C -4.349 0.277 2.420  -0.14
41 C -3.897 0.984 3.462  -0.23
42 C -2.760 1.918 3.482  0.19
43 C -1.931 1.981 4.601  -0.30
44 C -0.898 2.897 4.563  0.09
45 N -0.683 3.695 3.524  -0.45
46 C -1.507 3.534 2.494  0.28
47 N -2.547 2.712 2.428  -0.46
48 H -4.490 -0.500 -2.155  0.20
49 H -1.975 -0.434 -2.239  0.23
50 H -1.699 0.306 1.759  0.25
51 H -5.614 -0.147 0.053  0.19
52 H -5.214 -0.357 2.597  0.19
53 H -4.376 0.830 4.424  0.20
54 H -2.072 1.320 5.445  0.21
55 H -0.210 2.994 5.398  0.18
56 H -1.309 4.133 1.613  0.21
57 O 1.540 -3.092 -1.807  -0.62
58 C 0.802 -3.293 -0.856  0.63
59 N 0.280 -2.370 -0.017  -0.98
60 S -0.455 -3.044 1.260  2.31
61 O -1.847 -2.677 1.368  -0.97
62 O 0.324 -2.995 2.470  -0.95
63 C -0.362 -4.724 0.661  -0.22
64 C -0.855 -5.897 1.199  -0.23
65 C -0.588 -7.077 0.514  -0.22
66 C 0.158 -7.065 -0.662  -0.23
67 C 0.652 -5.875 -1.178  -0.18
68 C 0.375 -4.701 -0.497  -0.14
69 H -1.426 -5.891 2.118  0.22
70 H -0.961 -8.020 0.899  0.20
71 H 0.354 -8.000 -1.175  0.20
72 H 1.239 -5.837 -2.087  0.23

Cartesian forces (eV/Å) of the 6 atoms listed first:
Zn 0.0 0.5 -0.3
O 0.0 0.1 -0.1
C 0.2 -0.2 0.2
O -0.1 0.0 0.1
C 0.1 0.1 0.1
C -0.1 0.0 0.0

frontier orbital gap: 5.411 eV
HOMO level: -0.0389 hartree
LUMO energy: 4.35 eV
total charge: -2